1.
ORCA calculation (ωB97M-V with the def2-TZVPD basis set) on C41H53N4SSiSn as an isolated structure.

Values from the calculation:
LUMO = -3.312 eV
Net charge = +1
Molecular weight = 780.8 g mol⁻¹
Calculated total energy = -73877.9833 eV
Orbital gap = 6.67 eV

Structure (XYZ):
```
101
C41H53N4SSiSn, DFT ωB97M-V with the def2-TZVPD basis set
H -0.26269 -1.15407 -3.22184
C 2.82420 -3.47329 -2.11640
H 5.16721 5.08766 0.14863
H 3.67985 -0.53543 1.52353
H 3.15327 2.84890 3.22637
H 3.01167 1.63733 4.50983
C 3.03253 -2.90929 0.21620
H 0.02487 2.75783 2.94388
Sn -0.15415 -0.52387 0.07205
H 1.72283 2.55691 -2.74216
N -3.69441 1.37092 -0.48300
H 6.76808 -0.33806 -1.32104
N 2.17871 0.78584 0.74369
C -3.87488 -1.78132 -4.55528
C 2.70741 -1.58212 -0.06476
H 2.31041 -0.16291 -1.62502
H 6.26646 2.87985 0.23510
C 6.07216 0.50349 -1.27498
C -3.64226 -0.95503 -3.46496
H 2.75668 5.16068 -0.40188
H 7.17922 1.02792 1.11773
C 0.21350 -2.61272 4.03807
C -0.66198 -4.87084 4.11337
H -2.29670 -1.41743 1.28610
C -3.46113 0.54449 -1.54059
H 4.10459 1.36283 3.13809
C -0.66546 -3.43653 -0.49486
H 0.22946 -3.87154 5.76938
H -0.63715 -1.83467 6.59410
C 6.33148 0.34936 1.23426
C 0.66096 -1.42715 4.88465
H 3.36991 -4.86773 -0.56765
H -3.51307 -2.65004 1.36333
C -2.64750 -2.32823 0.78116
H 6.72870 -0.66776 1.27011
C -2.35332 -0.73410 -2.96601
C 2.68219 -0.59393 1.07001
C 3.22684 4.21192 -0.16654
C 3.10014 -3.84476 -0.80177
H 2.77750 -1.96633 4.94779
C 2.44464 3.06294 -0.17004
H 1.86786 -2.45777 6.37705
H -2.91966 1.91617 -0.14509
H 5.86101 0.56451 2.19675
C 1.73255 -0.91422 2.25904
N -2.28118 0.11028 -1.85996
C -0.87520 -3.55059 2.08353
H -1.12890 -2.91821 -1.34075
H 5.36727 0.40550 -2.10492
C 1.06005 3.25481 -0.79585
H -0.75727 1.19421 2.60959
C 3.13380 1.77243 3.43048
H 0.30798 -2.99399 -0.28272
H -0.46301 -4.45671 -0.82254
H -2.17124 -4.36721 0.66078
C -0.03928 -3.79936 4.72134
H -0.65467 -2.64279 -5.17458
C -0.16189 3.17553 0.11978
H -0.83998 -5.79296 4.65261
H 2.87725 -4.20790 -2.91021
C -0.45395 -1.04170 5.86552
H 0.03609 1.47735 4.15728
H -0.03996 2.60469 -2.55680
C 0.10137 1.67942 3.08135
H -0.17954 -0.13758 6.41692
H 2.31635 -1.85790 -3.42871
H 4.73780 -0.40357 0.04589
S -4.78871 -0.03962 -2.52063
C -1.12665 -4.70459 2.81939
H 3.23672 -3.20803 1.23965
H -2.99953 -2.06990 -0.22210
C -2.78350 -2.39056 -5.15385
H 2.22175 -1.56295 2.98411
C 4.58578 4.17584 0.09385
C 1.97534 -1.66979 5.62877
C -1.49157 -2.16849 -4.67662
H 6.63888 1.42478 -1.42020
N 0.42509 -1.46236 1.86976
H -1.38863 -0.85085 5.33242
H 0.79705 -0.56399 4.24117
C -1.59050 -3.45205 0.74234
C -0.08036 -2.52501 2.65931
H 1.07433 4.28029 -1.16261
H -1.02638 3.60656 -0.39173
C 2.50183 -2.15927 -2.40411
C 3.04294 1.82281 0.19382
H -0.39888 2.14761 0.39146
C 5.18598 2.94004 0.17514
H -0.00141 3.74594 1.03459
H -4.87821 -1.94091 -4.92984
C 5.33475 0.49129 0.07225
H -1.71768 -5.49204 2.36395
C 4.45886 1.74474 0.18530
C -1.26596 -1.34291 -3.58819
H -4.60963 1.77019 -0.37177
C 2.45268 -1.21116 -1.38214
C 0.89981 2.38242 -2.04582
Si 1.73280 0.97211 2.51439
H -2.93679 -3.04365 -6.00347
H 2.29164 -0.76372 6.15277
H 0.89014 1.32354 -1.80021
```

Atomic partial charges in e from the Löwdin method, atoms 1 to 99: atom 1 (H): 0.088, atom 2 (C): -0.063, atom 3 (H): 0.112, atom 4 (H): 0.134, atom 5 (H): 0.054, atom 6 (H): 0.045, atom 7 (C): -0.016, atom 8 (H): 0.033, atom 9 (Sn): 1.490, atom 10 (H): 0.096, atom 11 (N): 0.113, atom 12 (H): 0.087, atom 13 (N): -0.080, atom 14 (C): -0.078, atom 15 (C): -0.256, atom 16 (H): 0.088, atom 17 (H): 0.116, atom 18 (C): -0.047, atom 19 (C): -0.469, atom 20 (H): 0.117, atom 21 (H): 0.083, atom 22 (C): -0.136, atom 23 (C): -0.065, atom 24 (H): 0.034, atom 25 (C): -0.708, atom 26 (H): 0.024, atom 27 (C): -0.088, atom 28 (H): 0.114, atom 29 (H): 0.081, atom 30 (C): -0.050, atom 31 (C): -0.398, atom 32 (H): 0.116, atom 33 (H): 0.098, atom 34 (C): -0.080, atom 35 (H): 0.087, atom 36 (C): -0.340, atom 37 (C): -0.341, atom 38 (C): -0.038, atom 39 (C): -0.050, atom 40 (H): 0.076, atom 41 (C): -0.137, atom 42 (H): 0.081, atom 43 (H): 0.080, atom 44 (H): 0.063, atom 45 (C): -0.326, atom 46 (N): -0.005, atom 47 (C): -0.139, atom 48 (H): 0.055, atom 49 (H): 0.082, atom 50 (C): -0.355, atom 51 (H): 0.023, atom 52 (C): -0.111, atom 53 (H): 0.012, atom 54 (H): 0.101, atom 55 (H): 0.122, atom 56 (C): -0.038, atom 57 (H): 0.107, atom 58 (C): -0.073, atom 59 (H): 0.108, atom 60 (H): 0.113, atom 61 (C): -0.053, atom 62 (H): 0.044, atom 63 (H): 0.088, atom 64 (C): -0.149, atom 65 (H): 0.082, atom 66 (H): 0.112, atom 67 (H): 0.083, atom 68 (S): 1.099, atom 69 (C): -0.037, atom 70 (H): 0.132, atom 71 (H): 0.068, atom 72 (C): -0.079, atom 73 (H): 0.108, atom 74 (C): -0.057, atom 75 (C): -0.052, atom 76 (C): -0.074, atom 77 (H): 0.079, atom 78 (N): -0.179, atom 79 (H): 0.087, atom 80 (H): 0.053, atom 81 (C): -0.352, atom 82 (C): -0.172, atom 83 (H): 0.124, atom 84 (H): 0.087, atom 85 (C): -0.065, atom 86 (C): -0.147, atom 87 (H): -0.018, atom 88 (C): -0.041, atom 89 (H): 0.078, atom 90 (H): 0.114, atom 91 (C): -0.377, atom 92 (H): 0.115, atom 93 (C): -0.120, atom 94 (C): -0.044, atom 95 (H): 0.097, atom 96 (C): -0.107, atom 97 (C): -0.057, atom 98 (Si): 0.596, atom 99 (H): 0.109

***

2.
ORCA calculation (ωB97M-V with the def2-TZVPD basis set) on C41H54BeCl4F2MgN3O14 as an isolated structure at a distorted geometry.

Values from the calculation:
LUMO = -8.198 eV
Net charge = +1
Molecular weight = 1026.0 g mol⁻¹
Calculated total energy = -137873.3941 eV
Orbital gap = 1.45 eV

Structure (XYZ):
```
120
C41H54BeCl4F2MgN3O14, DFT ωB97M-V with the def2-TZVPD basis set
H -8.68740 7.06533 -8.63982
H -4.86982 2.12236 -3.05481
H -6.71819 -1.63043 -2.64649
H -6.53544 -4.18008 0.69126
H -4.17229 0.37769 -2.95086
O 4.29322 3.66271 -6.01473
O 3.22257 1.20061 -6.35165
H -0.76043 3.78657 7.43724
C -5.74158 -1.75210 -2.08217
C -0.63375 2.86349 6.88002
H -0.57365 -4.44378 4.79809
O 10.41883 -3.65452 2.14558
H 0.62415 -3.18814 4.27325
C 4.24252 2.65841 4.43986
H -0.62197 -0.73987 4.10593
C -1.50724 -2.44412 0.65559
H -7.50645 -1.78525 -0.07066
C 0.47175 0.47294 1.18014
H -0.30750 -2.30397 6.30203
H -4.73981 -0.59114 -0.44028
H -6.45670 -0.92995 1.10373
H -2.04737 -2.84431 5.92898
O 4.47095 -1.09889 2.07707
H 4.27461 4.47824 -3.51619
H 10.80688 -4.53487 2.07074
H -0.53066 0.55622 0.67569
O 3.36386 3.17381 -1.44238
H -6.09885 2.92146 -0.86793
H 5.22822 3.44613 2.67605
H -7.75617 4.99618 -9.62405
F 3.90308 5.27281 1.48689
C 3.35699 2.73539 -2.57517
C -2.91828 -2.95517 0.59032
C 3.25843 1.62366 -5.20918
H -7.59584 0.08231 0.15305
N 4.88776 -2.29674 1.79170
C 2.71771 -3.25178 -0.83396
C 8.38256 -4.54163 1.21669
O -5.71157 -3.11107 -1.61119
H -7.15844 5.93083 -4.80322
C -7.29309 5.72321 -5.86004
H 8.79832 -5.55237 1.16924
O 3.06579 -3.20949 0.36639
C -1.09931 -2.42704 5.50437
H 3.49934 3.82625 2.77253
C -4.88610 -3.25580 -0.50227
C -5.95909 0.78886 -1.61277
O 2.37001 0.66888 -1.76979
C 0.77925 -1.99426 1.96136
C -5.57810 1.93155 -0.55656
Cl 1.57528 1.86525 0.73548
H -1.05552 -1.93866 -0.23840
H 2.37767 -0.13496 -4.26769
H 9.04848 -2.49681 1.17936
Cl 0.39481 3.19134 5.47623
H -6.24844 3.84524 -5.78298
C 2.81346 1.36520 -2.83163
H 2.27288 -0.74124 0.97654
H -4.92678 -1.64051 -2.84532
H 4.48750 -4.17651 -1.65937
C -6.77985 4.55472 -6.41096
H 0.91314 -1.51240 2.97923
H 1.49803 -2.86423 1.95359
C -1.25246 -3.22476 3.05850
H -3.04700 -4.18693 3.92129
C -0.68071 -2.54884 1.83473
O 4.73191 4.85262 4.10398
H -2.40429 -0.98019 4.42059
C -7.97981 6.62617 -6.66133
N -3.61897 -2.79872 -0.59299
H 7.63692 -4.43422 0.42606
C -3.49914 -3.59182 1.78649
H -8.38284 7.53553 -6.23146
H -7.06070 0.82437 -1.86882
F 4.62013 1.40304 3.99452
C -5.73917 -0.65916 -0.95232
Cl 0.10716 1.66742 7.94967
H 10.67667 -4.59576 -0.34875
C 2.76970 0.85309 -4.06786
Cl -2.21325 2.30933 6.32413
C 3.82615 2.98108 -4.94881
H -5.72323 0.73006 -3.85111
O 5.15304 3.07353 5.42619
H 4.14766 3.07732 -6.78252
C -2.61182 -3.71309 3.00095
H 0.27467 0.57052 2.28608
C -8.14970 6.36264 -8.01484
H 0.93856 -1.32030 -0.16793
C 3.86807 3.49624 -3.71673
C -6.94491 4.29357 -7.76549
H -5.81552 1.64890 0.50561
C 10.19831 -3.61664 -0.25130
H 2.50281 1.25057 -0.98083
Mg -4.95020 3.62223 -2.31090
C -1.38808 -0.99115 4.89594
C 4.40846 3.68182 3.35763
H 10.98950 -2.86810 -0.32910
O 5.50440 -2.50287 0.79231
C 9.47967 -3.49669 1.08316
H -1.29669 -0.24046 5.73394
Be 5.03495 -1.18679 3.69628
H -6.54057 3.38487 -8.19598
C 1.16238 -0.92090 0.87764
O 4.63874 -3.20353 2.61596
O 5.70600 5.15858 6.10976
H -4.44826 2.06836 -0.62060
C -5.10053 1.00291 -2.95045
C -7.62853 5.19853 -8.56721
C -5.45823 -3.86163 0.72939
H 3.23706 2.61622 4.86349
H 3.19297 -5.31908 -1.24372
C 5.24413 4.43903 5.28824
N -4.79675 -4.07426 1.89874
C 3.40884 -4.33808 -1.66846
H 9.50687 -3.48210 -1.08601
O 1.89523 -2.54643 -1.45659
C -6.94797 -0.82761 0.08757
H 3.06408 -4.32302 -2.70106
H 7.88170 -4.45083 2.18404
C -0.46976 -3.39015 4.39865
```

Atomic partial charges in e from the Löwdin method, atoms 1 to 99: atom 1 (H): 0.108, atom 2 (H): -0.078, atom 3 (H): 0.151, atom 4 (H): 0.128, atom 5 (H): 0.117, atom 6 (O): 0.099, atom 7 (O): 0.101, atom 8 (H): 0.019, atom 9 (C): -0.165, atom 10 (C): -1.530, atom 11 (H): 0.122, atom 12 (O): -0.057, atom 13 (H): 0.097, atom 14 (C): -0.295, atom 15 (H): 0.052, atom 16 (C): 0.054, atom 17 (H): 0.092, atom 18 (C): -0.496, atom 19 (H): 0.105, atom 20 (H): 0.135, atom 21 (H): 0.095, atom 22 (H): 0.105, atom 23 (O): -0.031, atom 24 (H): 0.139, atom 25 (H): 0.089, atom 26 (H): 0.076, atom 27 (O): 0.094, atom 28 (H): 0.025, atom 29 (H): 0.150, atom 30 (H): 0.108, atom 31 (F): -0.426, atom 32 (C): -0.312, atom 33 (C): -0.171, atom 34 (C): -0.323, atom 35 (H): 0.080, atom 36 (N): -0.560, atom 37 (C): -0.650, atom 38 (C): -0.067, atom 39 (O): -0.053, atom 40 (H): 0.081, atom 41 (C): -0.114, atom 42 (H): 0.085, atom 43 (O): -0.020, atom 44 (C): -0.222, atom 45 (H): 0.106, atom 46 (C): -0.299, atom 47 (C): -0.351, atom 48 (O): 0.037, atom 49 (C): -0.158, atom 50 (C): -0.110, atom 51 (Cl): 0.651, atom 52 (H): 0.114, atom 53 (H): 0.135, atom 54 (H): 0.132, atom 55 (Cl): 0.524, atom 56 (H): 0.069, atom 57 (C): -0.229, atom 58 (H): 0.085, atom 59 (H): 0.125, atom 60 (H): 0.079, atom 61 (C): -0.120, atom 62 (H): 0.094, atom 63 (H): 0.115, atom 64 (C): -0.157, atom 65 (H): 0.123, atom 66 (C): -0.108, atom 67 (O): 0.095, atom 68 (H): 0.081, atom 69 (C): -0.088, atom 70 (N): 0.176, atom 71 (H): 0.073, atom 72 (C): -0.189, atom 73 (H): 0.106, atom 74 (H): 0.146, atom 75 (F): 0.001, atom 76 (C): -0.293, atom 77 (Cl): 0.529, atom 78 (H): 0.084, atom 79 (C): 0.073, atom 80 (Cl): 0.536, atom 81 (C): -0.234, atom 82 (H): 0.120, atom 83 (O): 0.124, atom 84 (H): 0.116, atom 85 (C): 0.042, atom 86 (H): 0.063, atom 87 (C): -0.078, atom 88 (H): 0.090, atom 89 (C): 0.079, atom 90 (C): -0.093, atom 91 (H): 0.120, atom 92 (C): -0.062, atom 93 (H): -0.016, atom 94 (Mg): 1.055, atom 95 (C): -0.114, atom 96 (C): -0.105, atom 97 (H): 0.082, atom 98 (O): 0.169, atom 99 (C): -0.505

***

> Which value of net charge does entry 1 give?

+1

***

> The lowest LUMO belongs to which entry?

C41H54BeCl4F2MgN3O14